[1]
Density functional theory data (the ωB97M-V functional and the def2-TZVPD basis) for a 14-piece molecular cluster, C56H69N5O38S5 overall in a non-equilibrium geometry.

The geometry in XYZ format:
```
173
Properties=species:S:1:pos:R:3
C 6.77 1.73 -0.01
C 7.69 0.52 -0.26
O 7.08 -0.56 0.42
S 5.87 -0.16 1.32
O 6.03 -0.63 2.66
O 4.64 -0.42 0.65
O 6.13 1.44 1.23
H 5.97 1.80 -0.75
H 7.35 2.64 -0.12
H 8.68 0.73 0.13
H 7.80 0.32 -1.32
C 0.36 4.90 -3.99
C 0.66 3.64 -4.83
O 2.05 3.75 -5.06
S 2.33 5.30 -5.51
O 1.84 5.52 -6.84
O 3.67 5.70 -5.16
O 1.23 5.91 -4.44
H 0.61 4.66 -2.96
H -0.69 5.19 -4.04
H 0.08 3.64 -5.75
H 0.49 2.79 -4.17
C -0.02 7.09 0.61
C 0.95 6.11 -0.08
O 0.46 6.26 -1.42
S 0.30 7.84 -1.77
O -0.64 8.01 -2.84
O 1.58 8.49 -1.88
O -0.42 8.12 -0.34
H 0.45 7.60 1.45
H -0.95 6.59 0.87
H 0.71 5.10 0.22
H 1.99 6.44 -0.01
C 3.92 -7.22 1.57
C 4.61 -5.91 1.83
O 3.63 -4.91 1.56
S 2.20 -5.55 1.13
O 2.21 -5.61 -0.31
O 1.20 -4.79 1.83
O 2.53 -6.97 1.77
H 4.25 -7.97 2.29
H 3.98 -7.57 0.53
H 5.50 -5.73 1.23
H 4.87 -5.85 2.89
C -4.09 0.27 -4.82
C -3.74 1.42 -3.83
O -2.37 1.74 -4.14
S -1.64 0.53 -4.93
O -0.46 0.09 -4.26
O -1.58 0.84 -6.33
O -2.87 -0.47 -4.69
H -4.20 0.56 -5.86
H -4.94 -0.27 -4.43
H -3.79 1.09 -2.79
H -4.28 2.33 -4.07
C 3.50 -3.97 6.88
C 3.96 -3.45 5.68
C 3.16 -2.67 4.90
C 1.94 -2.27 5.44
C 1.46 -2.73 6.66
C 2.23 -3.67 7.36
N 1.04 -1.48 4.60
O 1.38 -1.32 3.44
O 0.10 -0.88 5.08
H 4.05 -4.73 7.41
H 4.90 -3.85 5.31
H 3.42 -2.45 3.88
H 0.43 -2.55 6.92
H 1.87 -4.19 8.24
C -3.31 6.26 -2.90
C -3.52 6.67 -1.59
C -3.29 5.76 -0.56
C -2.75 4.52 -0.81
C -2.55 4.11 -2.13
C -2.97 4.94 -3.14
N -2.44 3.63 0.31
O -2.29 4.13 1.41
O -2.43 2.44 0.08
H -3.47 7.04 -3.63
H -3.82 7.67 -1.31
H -3.50 6.10 0.45
H -2.27 3.07 -2.26
H -3.05 4.59 -4.17
C 0.53 -2.07 -0.29
C 1.51 -1.31 0.30
C 1.57 0.07 0.13
C 0.60 0.67 -0.65
C -0.40 -0.11 -1.26
C -0.42 -1.49 -1.13
N 0.68 2.10 -0.94
O 1.36 2.77 -0.19
O 0.20 2.49 -1.98
H 0.44 -3.14 -0.14
H 2.22 -1.80 0.95
H 2.32 0.69 0.61
H -1.32 0.21 -1.74
H -1.20 -2.07 -1.62
C 3.13 1.55 3.42
C 4.21 2.43 3.39
C 3.97 3.80 3.32
C 2.66 4.27 3.34
C 1.60 3.39 3.33
C 1.83 2.02 3.37
N 2.47 5.73 3.37
O 3.46 6.42 3.35
O 1.33 6.20 3.41
H 3.33 0.48 3.39
H 5.21 2.06 3.48
H 4.78 4.50 3.41
H 0.59 3.77 3.25
H 1.00 1.33 3.49
C -4.95 -8.06 -2.64
C -5.15 -6.69 -2.50
C -4.10 -5.87 -2.16
C -2.91 -6.43 -1.75
C -2.77 -7.82 -1.76
C -3.75 -8.66 -2.29
N -1.90 -5.62 -1.09
O -0.88 -6.10 -0.63
O -2.14 -4.42 -0.98
H -5.78 -8.69 -2.95
H -6.08 -6.25 -2.84
H -4.31 -4.81 -2.07
H -1.89 -8.28 -1.34
H -3.51 -9.71 -2.31
O 4.69 -1.55 -4.71
C 4.13 -0.78 -3.98
O 2.98 -0.19 -4.31
C 2.48 0.62 -3.21
C 3.52 0.56 -2.08
C 4.60 -0.38 -2.58
H 1.54 0.15 -2.95
H 2.25 1.64 -3.50
H 3.09 0.20 -1.14
H 3.86 1.57 -1.82
H 4.70 -1.26 -1.95
H 5.56 0.13 -2.60
O -4.73 1.51 2.97
C -3.83 0.83 2.56
O -4.07 -0.21 1.73
C -2.84 -0.70 1.22
C -1.77 -0.29 2.23
C -2.35 0.98 2.84
H -2.59 -0.28 0.24
H -2.80 -1.79 1.15
H -0.75 -0.23 1.85
H -1.76 -1.06 3.01
H -2.05 1.88 2.30
H -2.11 1.11 3.89
O -4.13 0.07 -1.63
C -5.33 0.06 -1.73
O -5.91 0.11 -2.94
C -7.30 0.44 -2.83
C -7.63 0.28 -1.35
C -6.32 0.23 -0.60
H -7.92 -0.22 -3.43
H -7.48 1.47 -3.13
H -8.22 -0.62 -1.14
H -8.32 1.06 -1.03
H -6.21 -0.60 0.09
H -6.07 1.17 -0.10
O -1.09 -7.54 4.27
C -1.22 -6.41 3.89
O -1.87 -6.17 2.73
C -1.86 -4.75 2.43
C -1.62 -4.16 3.78
C -0.68 -5.11 4.48
H -2.77 -4.36 1.97
H -1.09 -4.57 1.69
H -2.56 -4.01 4.31
H -1.18 -3.15 3.72
H -0.61 -5.10 5.57
H 0.31 -4.96 4.06
```

Summary:
HOMO level (eV): -9.4
Kohn-Sham gap (eV): 8.46

Löwdin atomic charge list, values in e, 99 entries: number 1, C, carries -0.150; number 2, C, carries -0.156; number 3, O, carries -0.170; number 4, S, carries 0.609; number 5, O, carries -0.213; number 6, O, carries -0.214; number 7, O, carries -0.195; number 8, H, carries 0.112; number 9, H, carries 0.140; number 10, H, carries 0.132; number 11, H, carries 0.133; number 12, C, carries -0.199; number 13, C, carries -0.181; number 14, O, carries -0.189; number 15, S, carries 0.698; number 16, O, carries -0.226; number 17, O, carries -0.230; number 18, O, carries -0.190; number 19, H, carries 0.096; number 20, H, carries 0.110; number 21, H, carries 0.135; number 22, H, carries 0.088; number 23, C, carries -0.143; number 24, C, carries -0.132; number 25, O, carries -0.241; number 26, S, carries 0.646; number 27, O, carries -0.223; number 28, O, carries -0.211; number 29, O, carries -0.202; number 30, H, carries 0.117; number 31, H, carries 0.108; number 32, H, carries 0.108; number 33, H, carries 0.134; number 34, C, carries -0.169; number 35, C, carries -0.164; number 36, O, carries -0.206; number 37, S, carries 0.649; number 38, O, carries -0.218; number 39, O, carries -0.223; number 40, O, carries -0.179; number 41, H, carries 0.140; number 42, H, carries 0.136; number 43, H, carries 0.138; number 44, H, carries 0.126; number 45, C, carries -0.138; number 46, C, carries -0.157; number 47, O, carries -0.234; number 48, S, carries 0.641; number 49, O, carries -0.212; number 50, O, carries -0.222; number 51, O, carries -0.192; number 52, H, carries 0.132; number 53, H, carries 0.113; number 54, H, carries 0.062; number 55, H, carries 0.133; number 56, C, carries -0.067; number 57, C, carries -0.067; number 58, C, carries 0.000; number 59, C, carries -0.143; number 60, C, carries 0.007; number 61, C, carries -0.052; number 62, N, carries -0.331; number 63, O, carries 0.045; number 64, O, carries 0.084; number 65, H, carries 0.109; number 66, H, carries 0.111; number 67, H, carries 0.121; number 68, H, carries 0.120; number 69, H, carries 0.108; number 70, C, carries -0.055; number 71, C, carries -0.055; number 72, C, carries -0.015; number 73, C, carries -0.131; number 74, C, carries -0.007; number 75, C, carries -0.079; number 76, N, carries -0.314; number 77, O, carries 0.090; number 78, O, carries 0.087; number 79, H, carries 0.118; number 80, H, carries 0.118; number 81, H, carries 0.124; number 82, H, carries 0.093; number 83, H, carries 0.116; number 84, C, carries -0.034; number 85, C, carries -0.058; number 86, C, carries -0.047; number 87, C, carries -0.157; number 88, C, carries -0.027; number 89, C, carries -0.038; number 90, N, carries -0.301; number 91, O, carries 0.083; number 92, O, carries 0.071; number 93, H, carries 0.092; number 94, H, carries 0.102; number 95, H, carries 0.105; number 96, H, carries 0.107; number 97, H, carries 0.108; number 98, C, carries -0.062; number 99, C, carries -0.059

---

[2]
Density functional theory data (the ωB97M-V functional and the def2-TZVPD basis) for a 4-piece molecular cluster, C2H14N2O3 overall in a non-equilibrium geometry.

The geometry in XYZ format:
```
21
Properties=species:S:1:pos:R:3
N 0.05 2.05 1.60
C 0.27 1.25 0.41
C -0.87 0.31 0.13
N -0.82 -0.72 -0.94
H -0.43 2.92 1.32
H -0.46 1.81 2.49
H 1.22 0.64 0.43
H 0.16 1.95 -0.40
H -0.77 -0.13 1.09
H -1.82 0.79 -0.02
H -1.60 -1.31 -1.11
H -0.64 -0.23 -1.86
O 1.63 -1.91 0.50
H 0.57 -1.73 0.50
H 1.80 -1.41 -0.33
O 1.37 5.81 -0.37
H 0.88 5.52 -1.11
H 0.85 6.07 0.39
O -1.33 -6.48 -1.04
H -2.17 -6.87 -1.61
H -1.86 -6.04 -0.39
```

Summary:
HOMO level (eV): -9.4
Kohn-Sham gap (eV): 9.97
SMILES: NCCN.O.O.O

The molecule's Löwdin atomic charges, reported in e, are given here: number 1, N, carries -0.025; number 2, C, carries -0.311; number 3, C, carries -0.304; number 4, N, carries -0.018; number 5, H, carries 0.067; number 6, H, carries 0.098; number 7, H, carries 0.118; number 8, H, carries 0.099; number 9, H, carries 0.087; number 10, H, carries 0.098; number 11, H, carries 0.048; number 12, H, carries 0.101; number 13, O, carries -0.156; number 14, H, carries 0.072; number 15, H, carries 0.030; number 16, O, carries -0.041; number 17, H, carries 0.009; number 18, H, carries 0.030; number 19, O, carries -0.116; number 20, H, carries 0.125; number 21, H, carries -0.009

---

[3]
Density functional theory data (the ωB97M-V functional and the def2-TZVPD basis) for C19H28N6O4PRuS3 as an isolated structure.

The geometry in XYZ format:
```
62
Properties=species:S:1:pos:R:3
Ru -0.93 0.18 -0.14
C 2.39 -4.36 -0.33
C 1.17 -4.66 -1.21
N -0.06 -4.08 -0.71
C -0.27 -2.72 -0.73
S -1.57 -2.12 0.25
N 0.53 -2.03 -1.49
N 0.27 -0.68 -1.46
C 1.05 0.10 -2.14
C 2.21 -0.36 -2.96
C 0.76 1.52 -2.00
C 1.40 2.50 -2.75
C 1.00 3.82 -2.64
C -0.06 4.12 -1.80
C -0.63 3.10 -1.05
N -0.22 1.84 -1.12
H 3.28 -4.84 -0.74
H 2.23 -4.73 0.68
H 2.56 -3.29 -0.29
H 1.01 -5.74 -1.28
H 1.34 -4.28 -2.22
H -0.50 -4.53 0.07
H 3.13 0.08 -2.57
H 2.09 -0.05 -4.00
H 2.28 -1.44 -2.92
H 2.22 2.21 -3.39
H 1.50 4.59 -3.21
H -0.43 5.13 -1.69
H -1.44 3.30 -0.36
C -4.53 4.58 1.48
C -5.08 3.17 1.57
O -4.67 2.42 0.42
P -3.64 1.20 0.61
S -3.16 0.53 -1.19
S -2.02 1.64 1.67
O -4.61 0.26 1.48
C -4.19 -0.95 2.11
C -4.77 -2.14 1.38
H -4.88 5.18 2.32
H -4.85 5.05 0.55
H -3.44 4.55 1.50
H -6.17 3.17 1.58
H -4.74 2.68 2.48
H -4.56 -0.90 3.14
H -3.10 -0.99 2.15
H -5.86 -2.08 1.38
H -4.45 -3.06 1.86
H -4.41 -2.15 0.35
C 6.06 -0.34 1.02
N 4.62 -0.30 1.12
C 3.96 -0.92 2.14
C 2.62 -0.88 2.22
C 1.89 -0.16 1.19
O 0.63 -0.17 1.25
N 2.56 0.49 0.22
C 3.91 0.44 0.15
O 4.58 0.99 -0.73
H 6.45 -0.99 1.79
H 6.49 0.66 1.13
H 6.36 -0.71 0.04
H 4.58 -1.45 2.85
H 2.07 -1.38 3.00
```

Summary:
HOMO level (eV): -3.8
Kohn-Sham gap (eV): 6.62
Charge: -1

The molecule's Löwdin atomic charges, reported in e, are given here: number 1, Ru, carries 0.580; number 2, C, carries -0.096; number 3, C, carries -0.271; number 4, N, carries -0.048; number 5, C, carries -0.795; number 6, S, carries 0.602; number 7, N, carries 0.022; number 8, N, carries -0.131; number 9, C, carries -0.287; number 10, C, carries -0.027; number 11, C, carries -0.212; number 12, C, carries -0.009; number 13, C, carries -0.074; number 14, C, carries -0.068; number 15, C, carries -0.143; number 16, N, carries -0.047; number 17, H, carries 0.064; number 18, H, carries 0.068; number 19, H, carries 0.056; number 20, H, carries 0.103; number 21, H, carries 0.100; number 22, H, carries 0.095; number 23, H, carries 0.068; number 24, H, carries 0.079; number 25, H, carries 0.060; number 26, H, carries 0.108; number 27, H, carries 0.099; number 28, H, carries 0.097; number 29, H, carries 0.051; number 30, C, carries -0.085; number 31, C, carries -0.315; number 32, O, carries -0.343; number 33, P, carries -0.128; number 34, S, carries 0.275; number 35, S, carries 0.331; number 36, O, carries -0.339; number 37, C, carries -0.322; number 38, C, carries -0.115; number 39, H, carries 0.072; number 40, H, carries 0.075; number 41, H, carries 0.061; number 42, H, carries 0.115; number 43, H, carries 0.094; number 44, H, carries 0.114; number 45, H, carries 0.041; number 46, H, carries 0.072; number 47, H, carries 0.073; number 48, H, carries 0.034; number 49, C, carries -0.049; number 50, N, carries -0.071; number 51, C, carries -0.087; number 52, C, carries -0.002; number 53, C, carries -0.477; number 54, O, carries -0.196; number 55, N, carries 0.196; number 56, C, carries -0.525; number 57, O, carries -0.010; number 58, H, carries 0.077; number 59, H, carries 0.088; number 60, H, carries 0.086; number 61, H, carries 0.114; number 62, H, carries 0.103

---

[4]
Density functional theory data (the ωB97M-V functional and the def2-TZVPD basis) for C4H3S2 as an isolated structure in a non-equilibrium geometry.

The geometry in XYZ format:
```
9
Properties=species:S:1:pos:R:3
C -0.07 0.14 -0.06
C 0.51 1.28 -0.53
C -1.15 0.63 0.46
C 0.47 -1.29 -0.07
S 0.80 2.82 -0.73
S -2.38 1.32 1.20
H 1.40 -1.31 -0.68
H -0.15 -1.95 -0.52
H 0.56 -1.64 0.93
```

Summary:
HOMO level (eV): -1.5
Kohn-Sham gap (eV): 5.15
Charge: -1

The molecule's Löwdin atomic charges, reported in e, are given here: number 1, C, carries -0.552; number 2, C, carries -0.707; number 3, C, carries -0.741; number 4, C, carries -0.074; number 5, S, carries 0.466; number 6, S, carries 0.470; number 7, H, carries 0.076; number 8, H, carries 0.008; number 9, H, carries 0.054

---

Computed total energy (eV) in order:
-198603.902 -11421.585 -81672.251 -25865.023
Computed energy relative to the best compared isomer or geometry (same formula, charge and spin) (kJ/mol) in order:
0.0 274.2 0.0 211.6